Density functional theory data (the ωB97M-V functional and the def2-TZVPD basis) for a 12-piece molecular cluster, C68H169Cl2N11 overall in a non-equilibrium geometry.

The HOMO energy comes out at -7.817 eV. Its total charge is 0. Its lowest unoccupied orbital energy is 0.628 eV. The HOMO-LUMO gap comes out at 0.31037 Ha. The SMILES is CCN(CC)CC.CCN(CC)CC.CCN(CC)CC.CCN(CC)CC.CCN(CC)CC.CCN(CC)CC.CCN(CC)CC.CCN(CC)CC.CCN(CC)CC.CCN(CC)CC.CCN(CC)CC.ClCCCl.

Each line ends with the Mulliken charge.
Geometry (Å):
C  -0.548  -1.695  3.609  -0.95
C  0.075  -0.308  3.610  1.01
N  1.472  -0.259  3.154  1.34
C  2.468  -0.817  4.043  0.62
C  2.881  0.156  5.146  -0.88
C  1.800  0.971  2.544  -0.10
C  3.072  0.974  1.640  0.40
H  -1.551  -1.583  3.959  0.37
H  0.007  -2.510  4.086  0.13
H  -0.636  -1.936  2.507  -0.26
H  -0.544  0.307  2.912  -0.72
H  0.022  0.080  4.635  -0.33
H  2.019  -1.726  4.465  -0.09
H  3.378  -1.037  3.450  -0.31
H  3.592  -0.264  5.877  0.53
H  3.245  1.086  4.711  0.16
H  2.066  0.379  5.824  -0.14
H  1.689  1.856  3.166  -0.25
H  0.929  1.082  1.927  -0.34
H  2.887  0.387  0.714  -0.36
H  3.978  0.606  2.149  0.49
H  3.244  1.998  1.331  -0.63
C  3.677  4.225  -0.568  0.49
C  3.148  5.625  -0.173  -1.28
N  1.832  5.654  0.447  0.10
C  0.763  5.250  -0.464  0.51
C  -0.564  5.822  -0.060  -1.03
C  1.785  4.780  1.671  0.20
C  2.873  5.040  2.681  -1.44
H  3.001  3.859  -1.371  -0.27
H  3.579  3.602  0.306  -0.60
H  4.721  4.266  -0.946  0.58
H  3.879  6.193  0.463  0.39
H  3.087  6.222  -1.074  0.56
H  1.138  5.603  -1.413  0.47
H  0.643  4.124  -0.519  -0.30
H  -1.255  5.553  -0.863  -0.26
H  -0.916  5.329  0.857  0.23
H  -0.689  6.887  0.016  0.35
H  1.682  3.723  1.372  -0.21
H  0.832  5.100  2.100  0.40
H  2.985  4.198  3.361  0.19
H  2.632  5.891  3.325  0.29
H  3.863  5.186  2.222  0.43
C  5.974  -3.425  2.770  -1.60
C  4.913  -3.488  1.673  0.36
N  5.333  -2.849  0.415  0.35
C  4.329  -3.082  -0.603  2.15
C  4.719  -4.243  -1.430  -1.52
C  5.948  -1.522  0.434  0.75
C  6.950  -1.239  -0.685  -1.63
H  5.777  -4.142  3.606  0.34
H  6.190  -2.365  3.053  0.30
H  6.828  -3.836  2.282  0.53
H  4.767  -4.572  1.457  0.05
H  3.944  -3.043  2.071  -0.05
H  3.338  -3.188  -0.133  -0.86
H  4.323  -2.240  -1.281  -0.66
H  4.966  -5.095  -0.772  0.26
H  3.944  -4.468  -2.100  0.10
H  5.656  -3.897  -1.852  0.51
H  6.400  -1.315  1.421  0.48
H  5.134  -0.814  0.313  -0.62
H  7.890  -1.620  -0.392  0.50
H  7.138  -0.161  -0.798  0.37
H  6.634  -1.749  -1.589  0.19
C  2.162  4.443  -4.555  -0.26
C  1.005  5.145  -5.318  -0.73
N  -0.287  4.496  -5.107  0.36
C  -0.862  4.789  -3.781  1.35
C  -1.411  6.190  -3.664  -1.68
C  -0.345  3.115  -5.493  0.93
C  -0.487  2.820  -7.028  -1.87
H  2.263  3.389  -4.857  -0.17
H  1.950  4.405  -3.501  -0.14
H  3.100  4.991  -4.717  0.58
H  0.988  6.214  -5.054  0.38
H  1.136  5.122  -6.399  0.35
H  -0.199  4.584  -2.895  -0.43
H  -1.591  4.032  -3.540  -0.49
H  -0.530  6.828  -3.695  0.42
H  -2.023  6.329  -2.729  0.22
H  -2.006  6.385  -4.531  0.47
H  0.481  2.538  -5.115  -0.46
H  -1.287  2.806  -5.084  0.03
H  -0.675  1.767  -7.139  0.40
H  -1.389  3.291  -7.375  0.45
H  0.383  3.077  -7.625  0.38
C  -5.206  -2.300  0.093  -1.17
C  -5.828  -2.750  1.418  -0.80
N  -5.290  -2.039  2.570  0.75
C  -5.899  -0.692  2.662  -0.32
C  -5.390  0.091  3.893  -1.29
C  -5.557  -2.848  3.784  -0.88
C  -7.098  -3.077  4.113  -1.31
H  -5.191  -3.089  -0.618  0.49
H  -4.206  -1.881  0.327  -0.05
H  -5.761  -1.450  -0.300  0.39
H  -6.919  -2.601  1.297  0.42
H  -5.488  -3.803  1.551  0.48
H  -5.571  -0.085  1.808  0.12
H  -7.018  -0.711  2.657  0.48
H  -4.461  -0.357  4.206  0.07
H  -5.176  1.101  3.623  0.43
H  -5.987  0.085  4.836  0.29
H  -5.085  -2.449  4.569  0.63
H  -5.043  -3.827  3.663  0.35
H  -7.121  -3.745  5.019  0.42
H  -7.630  -3.651  3.338  0.26
H  -7.642  -2.156  4.239  0.31
C  3.874  -0.806  -7.082  -1.57
C  4.008  -1.158  -5.625  -0.23
N  3.603  -0.116  -4.701  0.46
C  3.689  -0.616  -3.337  0.56
C  3.883  0.494  -2.337  -0.03
C  2.299  0.421  -5.091  -0.09
C  1.108  -0.582  -5.034  0.49
H  4.410  -1.487  -7.697  0.48
H  4.152  0.230  -7.178  0.37
H  2.876  -0.841  -7.504  0.21
H  3.537  -2.122  -5.437  0.26
H  5.031  -1.390  -5.460  0.57
H  2.807  -1.263  -3.099  -0.66
H  4.554  -1.303  -3.360  0.50
H  4.917  0.915  -2.384  0.24
H  3.283  1.392  -2.573  -0.14
H  3.794  0.157  -1.326  -0.60
H  2.336  0.866  -6.106  0.63
H  1.963  1.190  -4.372  -1.57
H  0.339  -0.055  -5.532  0.88
H  0.675  -0.761  -4.021  -0.70
H  1.257  -1.539  -5.541  -0.33
C  -2.573  -1.928  -4.217  -0.99
C  -1.788  -3.197  -4.168  -0.48
N  -0.799  -3.235  -5.237  1.25
C  -1.405  -3.434  -6.554  -0.69
C  -0.429  -3.322  -7.712  -1.37
C  0.230  -4.250  -5.064  -1.12
C  0.910  -4.215  -3.697  -1.12
H  -1.967  -1.051  -4.067  -0.03
H  -3.299  -1.937  -3.386  0.40
H  -3.158  -1.792  -5.149  0.63
H  -1.313  -3.184  -3.174  -0.21
H  -2.446  -4.050  -4.130  0.25
H  -1.949  -4.410  -6.587  0.39
H  -2.123  -2.679  -6.726  0.33
H  -1.018  -3.416  -8.622  0.46
H  0.147  -2.389  -7.677  0.16
H  0.188  -4.174  -7.863  0.37
H  0.943  -4.094  -5.856  0.46
H  -0.154  -5.239  -5.367  0.55
H  1.783  -4.908  -3.629  0.51
H  0.284  -4.574  -2.837  0.14
H  1.302  -3.208  -3.433  0.21
C  2.773  -8.030  4.087  -1.35
C  3.281  -6.729  3.535  -0.70
N  2.186  -5.784  3.175  0.83
C  1.392  -5.261  4.273  1.26
C  2.199  -4.569  5.282  -1.63
C  1.489  -6.141  1.945  0.46
C  2.382  -5.967  0.717  -1.55
H  2.059  -8.526  3.421  0.25
H  2.151  -7.819  4.984  0.27
H  3.501  -8.746  4.472  0.43
H  3.921  -6.290  4.248  0.42
H  3.897  -6.971  2.642  0.24
H  0.748  -5.974  4.888  0.14
H  0.674  -4.580  3.840  -1.01
H  2.856  -5.258  5.869  0.40
H  1.576  -3.973  5.978  0.48
H  2.942  -3.939  4.871  0.26
H  1.075  -7.184  1.992  0.23
H  0.666  -5.385  1.808  -0.65
H  3.224  -6.638  0.727  0.48
H  1.808  -5.971  -0.191  0.55
H  2.825  -4.973  0.769  0.16
C  -1.756  2.923  4.850  0.47
C  -1.733  3.461  6.267  -1.44
N  -0.364  3.671  6.784  0.12
C  0.395  2.424  6.656  0.07
C  -0.252  1.250  7.398  -1.42
C  0.407  4.795  6.244  0.25
C  -0.231  6.118  6.557  -1.58
H  -1.676  1.872  4.715  -0.13
H  -0.953  3.414  4.293  -0.26
H  -2.689  3.299  4.362  0.48
H  -2.303  4.409  6.372  0.42
H  -2.280  2.775  6.952  0.34
H  0.608  2.166  5.554  -0.18
H  1.395  2.611  7.026  0.60
H  0.438  0.359  7.419  0.35
H  -0.455  1.617  8.408  0.39
H  -1.154  0.866  6.883  0.15
H  0.596  4.705  5.144  -0.21
H  1.394  4.637  6.641  0.51
H  -0.662  6.013  7.553  0.35
H  -1.008  6.456  5.866  0.32
H  0.565  6.880  6.573  0.45
C  -0.717  1.219  -2.117  1.64
C  -0.116  1.007  -0.718  -0.50
N  -0.871  0.075  0.161  2.07
C  -0.835  -1.256  -0.405  1.08
C  0.574  -1.666  -0.688  0.01
C  -2.171  0.506  0.512  0.31
C  -2.312  1.898  1.091  -0.32
H  -0.128  2.007  -2.671  -0.18
H  -1.754  1.611  -2.125  -0.86
H  -0.803  0.253  -2.611  -1.20
H  0.894  0.629  -0.811  -0.09
H  -0.116  1.979  -0.254  0.31
H  -1.296  -1.938  0.357  -0.67
H  -1.520  -1.464  -1.297  -0.70
H  0.663  -2.735  -0.870  0.89
H  0.919  -1.113  -1.613  -0.80
H  1.220  -1.402  0.152  -0.50
H  -2.615  -0.108  1.282  0.43
H  -2.874  0.365  -0.318  -0.69
H  -1.739  1.940  2.024  -0.57
H  -3.303  2.159  1.478  0.56
H  -2.050  2.718  0.436  -0.23
C  -6.993  3.462  -0.154  -1.43
C  -6.414  2.788  -1.429  -0.55
N  -4.953  2.975  -1.590  0.70
C  -4.497  2.466  -2.881  0.10
C  -4.477  0.949  -2.889  -1.00
C  -4.529  4.381  -1.323  -0.34
C  -5.121  5.362  -2.290  -1.55
H  -6.769  4.465  -0.056  0.39
H  -6.701  2.959  0.787  0.17
H  -8.055  3.372  -0.298  0.49
H  -6.628  1.706  -1.475  0.29
H  -6.959  3.236  -2.256  0.44
H  -5.258  2.761  -3.653  0.46
H  -3.516  2.877  -3.124  -0.53
H  -4.029  0.612  -3.842  0.33
H  -3.953  0.577  -2.012  -0.25
H  -5.498  0.508  -2.894  0.65
H  -3.415  4.326  -1.311  -0.14
H  -4.841  4.651  -0.334  0.62
H  -4.726  6.334  -2.129  0.53
H  -6.179  5.379  -2.116  0.42
H  -4.974  5.116  -3.394  0.20
Cl  -2.315  -4.666  3.825  -0.26
C  -2.256  -4.233  2.054  1.43
C  -2.694  -5.453  1.324  -0.63
Cl  -2.210  -5.258  -0.406  -0.15
H  -1.250  -4.031  1.765  -0.58
H  -2.851  -3.341  1.948  -0.48
H  -3.749  -5.722  1.305  0.37
H  -2.050  -6.237  1.723  0.40